# C39H33N2O4P2RuSTe

A structure of composition C39H33N2O4P2RuSTe in a non-equilibrium geometry (wB97M-V/def2-TZVPD, the Open Molecules 2025 dataset).

XYZ file:
```
83
Properties=species:S:1:pos:R:3:forces:R:3
Ru 0.02338 0.23269 0.44600 -1.50 0.54 -1.61
C 7.05163 -0.77852 -3.85082 0.05 0.02 -0.04
C 5.84733 -0.89693 -2.96566 -0.07 -0.01 0.05
C 4.71843 -0.10330 -3.17885 0.01 -0.03 0.03
C 3.61374 -0.20449 -2.35340 -0.02 0.07 -0.09
C 3.63726 -1.11455 -1.30655 -0.24 0.03 0.13
C 4.74492 -1.91187 -1.06781 0.06 -0.14 0.06
C 5.84336 -1.79815 -1.90212 -0.02 0.02 -0.03
S 2.26342 -1.20412 -0.21955 0.27 -0.12 -0.27
O 2.49437 -2.24156 0.73886 0.07 0.00 -0.03
O 1.00386 -1.27430 -1.01209 0.03 0.06 -0.01
N 2.06129 0.27032 0.41494 -0.60 -0.02 0.33
C 2.56348 0.55995 1.73689 0.23 0.17 0.44
C 1.52020 0.22736 2.82499 -0.27 -0.14 -0.40
O 1.70259 0.26774 4.00178 0.27 0.08 0.04
O 0.32299 -0.11492 2.29769 0.13 0.49 0.70
H 6.83338 -0.19682 -4.74476 0.01 0.00 0.00
H 7.40785 -1.76210 -4.15718 0.00 0.01 0.00
H 7.86838 -0.28661 -3.31904 0.00 0.00 -0.01
H 4.71020 0.60094 -4.00144 0.00 -0.01 0.00
H 2.74128 0.41704 -2.51510 0.02 0.00 -0.01
H 4.73506 -2.61333 -0.24403 0.00 0.02 -0.02
H 6.71158 -2.42101 -1.72547 -0.01 0.00 -0.01
H 2.71750 1.64109 1.79357 0.10 -0.03 0.08
H 3.51345 0.07760 1.96792 -0.06 -0.09 0.06
Te -3.73904 2.35882 -1.23578 -0.12 0.28 -0.04
C -3.42260 4.46088 -1.30589 0.13 -0.14 -0.03
C -3.02947 5.10213 -2.47200 -0.03 -0.10 -0.07
C -2.86480 6.48198 -2.44154 -0.02 -0.12 -0.04
N -3.06636 7.21694 -1.35546 0.02 0.19 0.00
C -3.47152 6.60098 -0.25252 -0.02 -0.07 0.03
C -3.67117 5.22856 -0.17638 0.00 -0.09 0.08
C -2.27738 1.90497 0.13732 0.33 -1.10 -0.12
P -2.28938 0.30030 0.93468 0.44 0.11 0.54
C -2.59992 0.38800 2.69953 -0.03 -0.14 0.13
C -2.26293 1.51405 3.44329 -0.10 -0.16 0.03
C -2.32565 1.47796 4.82590 0.01 0.04 0.00
C -2.71187 0.31353 5.47282 0.00 -0.02 0.00
C -3.03906 -0.81505 4.73547 -0.02 -0.03 0.04
C -2.97738 -0.78463 3.35221 -0.03 0.01 -0.03
C -3.61087 -0.66443 0.18897 0.10 0.11 -0.14
C -4.93087 -0.54881 0.62600 -0.02 -0.01 0.09
C -5.93795 -1.22107 -0.04719 -0.03 0.02 0.02
C -5.63314 -2.00140 -1.15432 0.02 -0.01 -0.03
C -4.32042 -2.11831 -1.59355 0.00 0.00 0.00
C -3.30828 -1.44769 -0.92520 0.02 -0.03 0.01
P -0.54843 2.33693 0.07932 1.01 -0.02 0.28
C -0.06455 3.77119 1.05273 -0.14 -0.06 -0.03
C -0.96890 4.49078 1.82492 0.06 0.03 -0.11
C -0.54019 5.60323 2.53240 -0.02 0.04 0.05
C 0.79059 5.98968 2.47718 0.00 0.00 -0.01
C 1.69846 5.26843 1.71097 0.02 0.00 0.00
C 1.27446 4.16254 0.99507 0.00 -0.08 0.08
C -0.06506 2.73359 -1.62036 -0.13 0.23 0.04
C 0.06221 4.04560 -2.06862 0.11 -0.02 -0.01
C 0.37637 4.29493 -3.39693 0.02 0.04 0.00
C 0.56550 3.24041 -4.27745 0.01 -0.02 -0.01
C 0.44454 1.92856 -3.83313 0.01 0.02 -0.03
C 0.12852 1.67598 -2.50929 -0.09 0.02 -0.05
H -2.85236 4.55424 -3.38818 0.06 0.00 0.02
H -2.55189 7.01410 -3.33366 -0.01 -0.02 0.01
H -3.65372 7.22872 0.61334 0.02 -0.02 -0.01
H -4.01789 4.78148 0.74710 -0.02 0.01 -0.03
H -1.94133 2.41335 2.94932 0.08 0.14 -0.08
H -2.05870 2.35647 5.39886 0.00 -0.01 -0.01
H -2.74721 0.28169 6.55360 -0.01 0.00 -0.01
H -3.33141 -1.72755 5.23780 0.00 0.01 0.00
H -3.21797 -1.67719 2.78672 0.01 0.00 -0.01
H -5.16454 0.05511 1.49480 0.00 0.00 -0.01
H -6.96158 -1.13827 0.29328 0.01 0.00 0.00
H -6.42419 -2.52525 -1.67487 0.01 0.00 0.00
H -4.08536 -2.73620 -2.44972 0.00 0.00 0.00
H -2.27862 -1.54263 -1.25420 0.00 0.00 -0.01
H -2.01030 4.20035 1.85135 -0.03 -0.01 0.01
H -1.24684 6.17145 3.12324 0.01 -0.01 0.00
H 1.12307 6.85912 3.02854 0.00 -0.01 0.01
H 2.73613 5.57135 1.67028 0.00 0.00 0.00
H 1.97975 3.60278 0.38967 0.00 0.02 -0.02
H -0.06619 4.87166 -1.38060 -0.05 0.01 -0.01
H 0.47767 5.31598 -3.74202 0.00 -0.01 0.00
H 0.81198 3.43892 -5.31248 0.00 0.00 0.01
H 0.59468 1.10290 -4.51665 0.00 0.01 0.00
H 0.03373 0.64092 -2.19175 -0.03 0.01 0.04
```
Forces are in eV/Å.

max |F|: 2.3 eV/A
charge: +1
Kohn-Sham gap (alpha / beta): 5.35 / 5.35 eV
E: -3359.95140 hartree


# C39H34BiBrN7OS3

A structure of composition C39H34BiBrN7OS3 in a non-equilibrium geometry (wB97M-V/def2-TZVPD, the Open Molecules 2025 dataset).

XYZ file:
```
86
Properties=species:S:1:pos:R:3:forces:R:3
Bi -0.49251 0.11452 0.44697 -0.05 0.38 0.12
Br -0.32566 -0.64333 7.92579 -0.10 -0.09 0.01
C 0.02007 -0.51143 6.06460 -0.07 -0.58 -0.12
C 0.69345 0.60544 5.59776 0.15 0.20 -0.85
C 0.99586 0.70916 4.24846 -0.30 -0.40 0.84
C 0.62278 -0.27952 3.32596 -0.09 -0.09 0.90
O 0.96791 -0.10047 2.08888 0.07 -0.20 -0.85
C -0.07784 -1.40928 3.81854 -0.07 -0.23 -0.03
C -0.54136 -2.48607 2.94105 0.26 0.26 0.94
N -0.47684 -2.44267 1.67951 -0.18 0.02 -0.80
C -1.06539 -3.40813 0.85557 -0.01 0.18 0.20
C -2.30888 -3.96072 1.10739 0.37 0.41 -0.06
C -2.94547 -4.75742 0.14991 0.19 -0.35 -0.48
C -2.31554 -5.06619 -1.03989 -0.66 -0.10 -0.01
C -1.04953 -4.51722 -1.34430 0.13 0.17 0.57
C -0.37461 -4.74169 -2.57252 -0.56 -0.07 0.12
C 0.81515 -4.13470 -2.79623 0.43 0.00 -0.36
C 1.35124 -3.29364 -1.78970 0.31 0.03 -0.32
N 0.77060 -3.03726 -0.66196 -0.43 -0.24 0.63
C -0.42162 -3.66243 -0.38945 0.06 -0.05 -0.56
C -0.34933 -1.52282 5.19775 0.11 0.56 -0.30
H 0.94514 1.40973 6.26751 0.07 0.09 0.15
H 1.49773 1.56134 3.84257 0.21 0.45 -0.06
H -0.93358 -3.36173 3.46498 -0.16 -0.16 -0.01
H -2.83043 -3.66084 2.00139 -0.10 -0.01 0.13
H -3.95574 -5.10803 0.34912 0.21 -0.04 -0.06
H -2.83032 -5.69350 -1.77908 0.29 0.26 0.25
H -0.87166 -5.36925 -3.30837 0.21 0.04 -0.02
H 1.35453 -4.24165 -3.73717 -0.13 -0.07 0.23
H 2.30494 -2.79326 -1.95609 -0.08 -0.01 -0.08
H -0.89609 -2.38544 5.53972 -0.07 -0.16 0.19
C -1.69770 -0.83832 -3.53223 0.33 0.19 0.42
C -0.16425 -0.64784 -3.54199 -0.39 -0.24 0.47
N 0.34165 0.42947 -2.70706 -0.05 -0.58 0.19
C 0.18049 1.78682 -3.17169 -0.42 -0.25 0.22
C -1.24764 2.34655 -3.02977 0.21 -0.02 -0.01
S -2.13764 2.03073 -1.46961 0.30 0.07 0.16
C -3.61777 1.13697 -2.00894 0.09 0.03 0.21
C -3.60181 -0.40521 -2.02732 0.17 -0.08 -0.16
N -2.29480 -1.00395 -2.20938 0.43 0.09 -0.12
H -2.16633 0.02110 -4.01233 -0.06 -0.05 0.01
H -1.87534 -1.69054 -4.18443 -0.25 -0.29 -0.24
H 0.28716 -1.58929 -3.18167 -0.16 0.48 -0.17
H 0.12309 -0.52536 -4.59241 0.11 0.01 -0.27
H 1.31716 0.24712 -2.51255 0.06 0.12 0.13
H 0.83817 2.39510 -2.55307 0.12 0.11 -0.19
H 0.45131 1.87395 -4.23904 0.11 0.24 0.09
H -1.16676 3.42859 -3.14669 -0.13 0.00 -0.02
H -1.87580 1.97564 -3.82860 -0.17 0.04 -0.20
H -4.37325 1.45444 -1.28513 -0.03 -0.01 -0.17
H -3.88663 1.54710 -2.98306 -0.07 0.01 0.01
H -4.02114 -0.78813 -1.10468 0.11 0.08 0.20
H -4.30028 -0.68248 -2.81801 -0.23 -0.21 -0.33
H -2.25737 -1.96235 -1.86956 -0.07 0.27 -0.14
S -1.83856 1.53414 2.15983 0.31 0.10 0.15
C -2.96319 0.28498 2.65591 -0.16 -0.02 -0.66
S -3.43482 -0.83155 1.45405 0.06 -0.19 -0.01
C -3.48872 0.26581 3.93943 0.61 0.29 -0.94
C -4.43684 -0.72615 4.25218 -0.42 -0.31 0.73
N -5.20021 -1.52589 4.58325 0.00 -0.01 -0.09
C -3.04881 1.18586 4.91892 -0.01 0.13 0.79
N -2.70906 1.88766 5.77229 -0.06 -0.06 -0.29
N 0.71582 1.98518 0.23435 -0.40 0.15 0.05
C 1.89293 2.28452 -0.07332 0.13 -0.38 -0.03
C 2.34711 3.72484 0.11067 -0.24 0.38 -0.40
C 1.42457 4.77525 -0.07198 -0.03 -0.42 0.44
C 1.78324 6.07756 0.25404 -0.07 -0.31 -0.13
C 3.05309 6.36740 0.74868 -0.34 0.19 -0.29
C 3.97902 5.35529 0.86274 -0.04 -0.28 -0.20
C 3.63966 4.05197 0.51584 0.05 -0.46 0.20
C 2.91483 1.30679 -0.63558 0.12 0.21 -0.13
C 3.71439 1.73312 -1.70579 -0.41 0.04 0.43
C 4.62421 0.87802 -2.28631 0.21 -0.26 -0.15
C 4.78685 -0.41125 -1.79374 0.06 -0.11 -0.05
C 4.00832 -0.85218 -0.73347 -0.15 0.16 -0.03
C 3.05387 -0.00822 -0.17293 0.12 0.40 -0.18
H 0.39269 4.53748 -0.36931 0.57 0.05 0.08
H 1.04976 6.85740 0.12623 -0.06 0.20 0.04
H 3.32255 7.38421 1.00497 -0.04 0.01 0.04
H 4.97019 5.58204 1.20607 0.34 -0.01 0.15
H 4.37987 3.25467 0.61525 -0.18 0.22 0.01
H 3.59971 2.74872 -2.06434 0.06 0.02 -0.05
H 5.22396 1.21248 -3.11957 0.08 0.04 -0.10
H 5.52355 -1.06793 -2.24048 0.01 -0.01 0.01
H 4.13768 -1.84836 -0.32481 -0.02 0.02 -0.06
H 2.45083 -0.35546 0.64745 -0.10 -0.02 0.25
```
Forces are in eV/Å.

max |F|: 1.2 eV/A
charge: -1
Kohn-Sham gap: 6.47 eV
energy above the lowest of the compared OMol25 structures with the same formula, charge and spin: 0.0 kcal per mole
E: -5948.37044 hartree